{"formula": "C4H12", "method": "ωB97M-V with the def2-TZVPD basis set", "total_energy_ev": -4341.8799, "spin_multiplicity": 1, "relative_energy_kcal_mol": 15.0, "orbital_gap_ev": 12.39, "symbols": ["H", "H", "H", "H", "H", "C", "H", "H", "C", "H", "H", "C", "H", "C", "H", "H"], "xyz": [[-2.74, -0.63, 1.95], [1.05, 1.88, -1.07], [-3.54, -1.15, 0.40], [2.88, -0.26, 0.12], [-1.65, 0.62, 0.23], [1.30, 0.83, -0.92], [3.04, 1.46, 0.35], [-1.51, -0.77, -0.82], [-1.49, -0.47, 0.24], [0.74, 0.30, -0.18], [1.29, 0.45, -1.94], [-2.65, -1.15, 1.00], [3.53, 1.00, -1.09], [2.75, 0.70, -0.36], [-2.44, -2.20, 1.28], [-0.56, -0.59, 0.80]]}